(1)
C25H76F6N15O27S2 as an isolated structure. Source: the Open Molecules 2025 dataset; level of theory: ωB97M-V with the def2-TZVPD basis set.

Calculated values
Net charge = -1
Molar mass = 1197.1 g mol⁻¹
HOMO = -6.11 eV
LUMO level = 1.61 eV
HOMO-LUMO gap = 7.73 eV
Spin multiplicity = 1

Element x y z (Å)
C 1.749 1.491 -2.471
F 1.313 0.532 -3.267
F 2.998 1.262 -2.069
F 1.750 2.662 -3.102
S 0.553 1.638 -1.030
O 0.907 2.813 -0.286
O -0.711 1.776 -1.684
N 0.906 0.184 -0.216
S -0.391 0.021 0.661
O -0.568 0.988 1.707
O -1.584 -0.317 -0.073
C -0.102 -1.566 1.619
F 0.023 -2.637 0.819
F 1.020 -1.408 2.340
F -1.111 -1.741 2.443
C -0.321 -7.145 0.412
O -0.294 -8.175 1.083
N 0.029 -5.913 0.910
N -0.681 -7.150 -0.915
H 0.331 -5.875 1.865
H 0.004 -5.069 0.363
H -0.780 -6.336 -1.512
H -0.977 -8.037 -1.274
C -2.928 -0.615 -3.603
O -1.748 -0.509 -3.968
N -3.965 -0.755 -4.521
N -3.261 -0.741 -2.285
H -4.901 -0.502 -4.258
H -3.810 -0.887 -5.500
H -4.197 -0.572 -1.970
H -2.468 -0.560 -1.664
C -5.410 -2.310 5.277
O -5.385 -1.303 5.972
N -6.466 -3.221 5.343
N -4.468 -2.605 4.339
H -6.763 -3.656 4.492
H -7.000 -3.293 6.183
H -4.425 -3.533 3.956
H -3.844 -1.850 4.151
C -1.007 -3.772 -3.136
O -1.122 -4.755 -2.373
N -0.293 -2.630 -2.877
N -1.681 -3.710 -4.351
H 0.394 -2.739 -2.142
H -0.465 -1.758 -3.370
H -1.426 -2.953 -4.956
H -2.329 -4.436 -4.576
C -3.571 3.684 -1.900
O -2.700 4.134 -1.171
N -3.295 2.786 -2.897
N -4.856 4.185 -1.878
H -2.400 2.326 -2.850
H -3.961 2.485 -3.578
H -5.024 4.986 -1.299
H -5.430 4.082 -2.694
C 1.469 -0.048 -7.196
O 0.775 -0.550 -8.084
N 2.038 -0.773 -6.171
N 1.767 1.318 -7.210
H 1.814 -1.749 -6.163
H 2.487 -0.249 -5.448
H 2.617 1.566 -6.742
H 1.301 1.833 -7.928
C -2.110 -5.450 0.592
O -2.151 -5.196 1.793
N -2.915 -6.418 -0.003
N -1.396 -4.702 -0.302
H -3.470 -7.008 0.582
H -2.633 -6.711 -0.919
H -1.440 -4.803 -1.300
H -0.906 -3.856 -0.034
C -1.232 0.958 5.179
C -1.690 -0.420 5.582
O -2.717 -0.320 6.593
O -2.381 1.720 4.758
H -0.697 0.839 4.234
H -0.717 1.449 6.006
H -0.845 -1.027 5.919
H -2.225 -0.914 4.780
H -2.449 -0.811 7.372
H -2.895 1.796 5.576
C 4.359 -2.881 -2.005
C 3.620 -1.834 -1.201
O 2.221 -2.117 -1.242
O 3.983 -2.827 -3.378
H 4.332 -3.894 -1.595
H 5.424 -2.629 -2.019
H 3.869 -0.917 -1.745
H 3.951 -1.776 -0.163
H 1.768 -1.385 -0.777
H 3.056 -3.083 -3.459
C -5.196 1.996 1.831
C -4.140 0.944 1.556
O -3.846 0.092 2.615
O -6.524 1.425 1.879
H -5.139 2.784 1.078
H -5.067 2.467 2.816
H -3.272 1.499 1.162
H -4.471 0.413 0.656
H -3.208 0.541 3.194
H -6.660 1.061 2.756
C 4.053 -1.700 3.606
C 3.601 -3.011 4.203
O 4.687 -3.891 4.435
O 4.685 -0.925 4.609
H 3.214 -1.142 3.177
H 4.697 -1.938 2.745
H 3.028 -3.534 3.428
H 2.942 -2.829 5.058
H 5.520 -3.435 4.580
H 4.891 -0.067 4.159
C 3.254 1.695 2.031
C 4.518 2.295 2.559
O 5.205 1.399 3.435
O 3.478 0.952 0.827
H 2.548 2.494 1.753
H 2.618 1.126 2.720
H 4.283 3.228 3.076
H 5.145 2.518 1.691
H 6.147 1.593 3.411
H 2.633 0.676 0.434
C -1.316 4.349 1.966
C 0.042 5.018 2.071
O 0.501 5.452 0.780
O -2.320 5.243 1.576
H -1.582 3.958 2.957
H -1.195 3.504 1.286
H 0.748 4.247 2.412
H 0.066 5.886 2.727
H 0.795 4.661 0.310
H -2.660 5.059 0.692
C -0.881 6.482 -2.584
C -0.683 5.344 -3.557
O -0.089 5.787 -4.784
O -1.361 7.636 -3.228
H 0.074 6.658 -2.058
H -1.472 6.194 -1.714
H -1.616 4.820 -3.775
H -0.047 4.547 -3.159
H 0.860 5.853 -4.651
H -1.085 7.562 -4.150
C 7.350 2.493 -1.256
C 6.390 1.334 -1.322
O 6.217 0.719 -0.059
O 8.644 2.067 -0.790
H 7.050 3.172 -0.449
H 7.405 3.071 -2.183
H 6.607 0.602 -2.105
H 5.457 1.823 -1.644
H 5.320 0.944 0.238
H 9.317 2.663 -1.126

Here are the Löwdin charges for atoms 1 to 6, given in e: -0.661, 0.153, 0.135, 0.147, 0.668, -0.264

=====

(2)
A 13-piece molecular cluster, C25H80N22O13 overall. Source: the Open Molecules 2025 dataset; level of theory: ωB97M-V with the def2-TZVPD basis set.

Calculated values
Net charge = +1
Molar mass = 897.1 g mol⁻¹
HOMO (alpha / beta) = -10.38 / -10.38 eV
LUMO level (alpha / beta) = -2.06 / -7.52 eV
Relative energy (zero: lowest compared OMol25 entry of this formula, charge and spin) = 0.00 kJ/mol
HOMO-LUMO gap (alpha / beta) = 8.32 / 2.86 eV
Spin multiplicity = 2

Element x y z (Å)
C 18.462 18.752 25.071
C 17.383 18.277 24.073
C 17.578 16.822 23.598
O 16.775 16.476 22.498
C 16.565 15.098 22.352
N 16.154 18.393 24.801
H 19.462 18.815 24.642
H 18.407 18.094 25.937
H 18.264 19.756 25.447
H 17.442 19.002 23.261
H 17.549 16.044 24.362
H 18.585 16.744 23.190
H 16.007 14.612 23.152
H 17.492 14.546 22.195
H 15.924 14.919 21.489
H 16.318 17.924 25.680
H 15.473 17.807 24.339
C 19.703 4.259 23.664
C 18.921 5.201 24.556
C 18.872 6.695 24.030
O 20.179 7.262 24.005
C 20.258 8.514 23.308
N 17.539 4.706 24.605
H 19.504 3.223 23.939
H 20.757 4.536 23.640
H 19.373 4.463 22.646
H 19.231 5.176 25.601
H 18.287 7.298 24.725
H 18.361 6.789 23.072
H 19.991 8.426 22.255
H 21.289 8.840 23.444
H 19.710 9.326 23.787
H 17.030 5.515 24.931
H 17.236 4.660 23.642
C 14.676 4.780 21.557
C 15.771 5.803 21.446
C 15.476 7.021 22.468
O 14.381 7.812 22.008
C 14.779 8.694 20.974
N 17.022 5.099 21.649
H 14.872 3.883 20.970
H 13.695 5.159 21.271
H 14.389 4.466 22.561
H 15.891 6.197 20.436
H 16.318 7.680 22.682
H 15.062 6.625 23.395
H 15.443 9.503 21.278
H 13.854 9.187 20.673
H 15.130 8.178 20.080
H 16.999 4.212 21.166
H 17.714 5.722 21.258
C 19.397 14.402 19.612
C 20.298 14.280 18.419
C 20.455 12.832 17.807
O 21.317 12.051 18.596
C 21.946 10.949 17.951
N 19.866 15.274 17.516
H 19.267 15.463 19.829
H 19.972 14.080 20.480
H 18.417 13.950 19.459
H 21.308 14.592 18.688
H 20.837 12.813 16.787
H 19.472 12.362 17.760
H 21.330 10.206 17.444
H 22.483 10.438 18.750
H 22.695 11.370 17.281
H 18.868 15.151 17.419
H 19.998 16.214 17.862
C 19.506 14.681 27.437
O 19.110 14.081 26.489
N 18.985 15.794 27.932
N 20.496 14.346 28.155
H 18.112 16.022 27.479
H 19.196 15.985 28.901
H 20.871 13.450 27.874
H 20.759 14.853 28.988
C 17.934 11.390 23.146
O 17.244 10.413 23.050
N 17.841 12.198 24.142
N 18.745 11.772 22.188
H 18.468 12.977 24.286
H 17.275 11.916 24.929
H 19.409 12.513 22.361
H 18.683 11.239 21.332
C 20.813 14.981 23.575
O 20.200 13.876 23.666
N 21.517 15.326 22.534
N 20.788 15.950 24.403
H 21.840 14.603 21.908
H 21.864 16.275 22.522
H 21.465 16.692 24.296
H 20.290 15.872 25.278
C 22.264 11.481 26.394
O 21.897 11.915 27.479
N 21.844 11.827 25.237
N 23.242 10.641 26.360
H 21.061 12.465 25.218
H 22.295 11.537 24.381
H 23.617 10.249 27.212
H 23.532 10.290 25.458
C 15.712 15.087 26.417
O 16.372 16.086 26.490
N 16.254 13.902 26.425
N 14.422 14.963 26.388
H 17.262 13.895 26.357
H 15.682 13.109 26.175
H 14.101 14.017 26.238
H 13.894 15.802 26.197
C 15.609 10.200 26.238
O 15.414 11.351 25.923
N 16.142 9.251 25.473
N 15.384 9.707 27.434
H 16.139 9.631 24.538
H 16.256 8.266 25.664
H 15.485 8.705 27.513
H 14.808 10.310 28.003
C 22.603 11.841 21.828
O 22.982 11.521 22.902
N 23.053 12.904 21.195
N 21.698 11.166 21.196
H 22.884 12.961 20.201
H 23.687 13.466 21.745
H 21.313 10.331 21.614
H 21.329 11.544 20.335
C 18.327 9.378 19.571
O 18.120 10.562 19.403
N 18.038 8.648 20.623
N 19.070 8.650 18.767
H 18.559 7.783 20.612
H 17.720 9.056 21.491
H 19.359 9.112 17.916
H 19.212 7.659 18.898
C 13.179 12.404 23.765
O 12.825 12.580 24.879
N 14.382 12.069 23.370
N 12.443 12.635 22.679
H 15.131 11.754 23.971
H 14.625 12.127 22.391
H 12.838 12.603 21.750
H 11.458 12.789 22.841

Here are the Löwdin charges for atoms 1 to 6, given in e: -0.028, -0.327, -0.141, -0.123, -0.078, 0.294

=====

(3)
A 16-piece molecular cluster, C25H82ClN2O16 overall. Source: the Open Molecules 2025 dataset; level of theory: ωB97M-V with the def2-TZVPD basis set.

Calculated values
Net charge = +1
Molar mass = 702.4 g mol⁻¹
HOMO = -11.28 eV
LUMO level = -2.75 eV
HOMO-LUMO gap = 8.53 eV
Spin multiplicity = 1

Element x y z (Å)
C 5.317 -1.988 -1.042
C 3.833 -1.714 -1.476
C 3.918 -0.771 -2.757
C 3.011 -3.010 -1.728
N 1.582 -2.727 -1.405
C 0.681 -3.896 -1.015
C -0.808 -3.400 -1.244
Cl -1.810 -4.357 -2.398
C -0.588 -1.867 -1.533
C -1.748 -1.014 -2.117
C -1.343 0.491 -1.923
N -1.550 0.951 -0.528
C 0.734 -1.970 -2.371
O 0.611 -2.777 -3.518
H 5.428 -2.181 0.039
H 5.760 -2.768 -1.690
H 5.870 -1.048 -1.255
H 3.403 -1.066 -0.675
H 3.965 0.265 -2.379
H 3.099 -0.958 -3.475
H 4.897 -0.991 -3.226
H 3.338 -3.799 -0.998
H 3.166 -3.450 -2.732
H 1.643 -2.228 -0.514
H 0.770 -3.933 0.085
H 1.001 -4.816 -1.523
H -1.416 -3.437 -0.320
H -0.331 -1.391 -0.563
H -2.635 -1.219 -1.474
H -2.001 -1.256 -3.163
H -1.828 1.163 -2.655
H -0.242 0.550 -2.120
H -1.538 0.180 0.136
H -0.741 1.516 -0.277
H 1.065 -0.970 -2.698
H 1.400 -2.673 -4.058
C -4.123 -4.403 -6.195
O -3.682 -5.303 -5.182
H -5.105 -4.719 -6.541
H -4.193 -3.391 -5.788
H -3.423 -4.418 -7.035
H -2.816 -5.003 -4.895
C -3.160 4.146 -3.055
O -2.127 4.215 -2.074
H -3.271 5.128 -3.511
H -2.894 3.419 -3.820
H -4.104 3.859 -2.582
H -2.045 3.341 -1.683
C -1.087 4.296 0.932
O -0.610 3.441 1.970
H -2.047 3.923 0.584
H -1.213 5.313 1.309
H -0.379 4.297 0.099
H 0.240 3.790 2.260
C 1.253 4.482 5.549
O 1.982 4.508 4.322
H 0.428 5.188 5.480
H 0.854 3.478 5.724
H 1.903 4.770 6.378
H 2.704 3.879 4.408
C -5.549 -0.642 -0.181
O -4.423 -0.984 0.625
H -6.379 -1.285 0.095
H -5.828 0.401 -0.008
H -5.312 -0.795 -1.237
H -3.704 -0.402 0.365
C -7.999 -3.255 -1.159
O -7.041 -3.220 -2.213
H -8.289 -2.234 -0.918
H -8.884 -3.814 -1.472
H -7.561 -3.724 -0.273
H -6.798 -4.128 -2.410
C 4.685 6.653 7.399
O 3.498 6.068 7.911
H 4.663 6.587 6.312
H 4.737 7.703 7.697
H 5.558 6.117 7.777
H 3.543 6.141 8.869
C -7.529 -6.810 -6.276
O -6.413 -7.206 -5.488
H -8.379 -7.435 -6.012
H -7.779 -5.763 -6.079
H -7.305 -6.939 -7.339
H -5.673 -6.643 -5.737
C 5.248 8.518 10.634
O 5.027 7.136 10.358
H 4.781 9.106 9.846
H 4.800 8.787 11.594
H 6.319 8.730 10.654
H 5.444 6.634 11.062
C 2.479 -4.206 2.523
O 3.161 -4.205 1.267
H 1.690 -3.455 2.490
H 2.035 -5.185 2.710
H 3.174 -3.958 3.328
H 3.851 -4.872 1.320
C 1.716 4.720 10.838
O 2.833 4.387 11.655
H 0.886 4.068 11.101
H 1.425 5.760 11.011
H 1.969 4.574 9.784
H 3.550 4.974 11.408
C 2.275 1.084 3.420
O 3.304 1.149 4.401
H 2.162 2.068 2.972
H 2.545 0.361 2.642
H 1.332 0.792 3.890
H 3.391 0.276 4.789
C -0.215 -6.106 -6.579
O -0.058 -6.650 -5.273
H 0.302 -6.751 -7.286
H -1.275 -6.062 -6.844
H 0.220 -5.103 -6.626
H -0.518 -6.071 -4.664
C 6.653 1.632 -4.304
O 7.120 0.753 -3.283
H 5.659 1.310 -4.609
H 6.597 2.655 -3.923
H 7.322 1.597 -5.167
H 7.995 1.052 -3.027
C -5.165 1.860 -5.383
O -4.088 1.559 -4.498
H -4.752 2.273 -6.300
H -5.724 0.952 -5.619
H -5.833 2.596 -4.927
H -4.472 1.197 -3.696

Here are the Löwdin charges for atoms 1 to 6, given in e: -0.059, -0.360, -0.057, -0.086, -0.048, -0.050

=====

(4)
C26H12Cl5F12NO2V as an isolated structure. Source: the Open Molecules 2025 dataset; level of theory: ωB97M-V with the def2-TZVPD basis set.

Calculated values
Net charge = -1
Molar mass = 826.6 g mol⁻¹
HOMO (alpha / beta) = -4.46 / -4.65 eV
LUMO level (alpha / beta) = 2.52 / 2.52 eV
HOMO-LUMO gap (alpha / beta) = 6.97 / 7.16 eV
Spin multiplicity = 3

Element x y z (Å)
V -1.295 0.981 0.412
C 0.294 -4.653 -2.880
C 0.411 -3.354 -2.146
C 1.541 -2.652 -2.048
C 1.666 -1.355 -1.387
C 0.604 -0.660 -0.923
N 0.514 0.578 -0.304
C 1.572 1.378 0.125
C 2.863 0.876 0.312
C 3.937 1.680 0.662
C 3.777 3.035 0.866
C 4.930 3.934 1.218
C 2.477 3.531 0.802
C 1.374 2.755 0.484
C -0.042 3.313 0.705
O -0.780 2.395 1.461
C -0.766 3.640 -0.676
F -0.685 4.926 -1.032
F -2.079 3.321 -0.588
F -0.271 2.920 -1.688
C -0.117 4.598 1.575
F -1.401 4.966 1.724
F 0.385 4.366 2.793
F 0.537 5.673 1.076
C -0.784 -1.254 -1.256
C -0.827 -2.744 -1.585
C -3.222 -0.889 0.015
O -3.030 0.458 -0.206
C -4.254 -1.406 -1.052
F -5.005 -2.442 -0.630
F -5.100 -0.425 -1.384
F -3.658 -1.817 -2.187
C -3.897 -1.063 1.434
F -3.438 -0.171 2.317
F -3.696 -2.289 1.949
F -5.226 -0.858 1.386
H 1.270 -4.990 -3.232
H -0.364 -4.553 -3.748
H -0.129 -5.438 -2.251
H 2.447 -3.064 -2.483
H 2.658 -0.942 -1.339
H 3.023 -0.185 0.228
H 4.914 1.224 0.783
H 5.873 3.388 1.180
H 4.829 4.348 2.223
H 5.010 4.776 0.527
H 2.335 4.573 1.044
H -1.662 -2.898 -2.269
Cl -1.347 -0.245 -2.664
C -1.743 -1.542 0.033
C -1.111 -0.842 1.230
C -0.341 -1.498 2.070
Cl 0.481 -0.639 3.360
C 0.005 -2.925 1.898
Cl 1.051 -3.671 3.060
C -0.427 -3.619 0.846
Cl 0.076 -5.258 0.590
C -1.391 -3.068 -0.170
Cl -2.767 -4.221 -0.261

Here are the Löwdin charges for atoms 1 to 6, given in e: 1.017, -0.063, -0.276, -0.035, -0.025, -0.287